No. 1
{
  "formula": "C3H4N2O3",
  "method": "ωB97M-V with the def2-TZVPD basis set",
  "smiles": "OCc1nnoc1O",
  "homo_ev": -9.30,
  "charge": 0,
  "species": ["C", "C", "C", "H", "H", "H", "H", "N", "N", "O", "O", "O"],
  "xyz": [[1.475980, -1.082427, 0.044280], [0.091330, -0.561340, -0.012164], [-0.361869, 0.742272, 0.056068], [3.212000, -0.173457, 0.280430], [1.707260, -1.594718, 1.005286], [1.641426, -1.754276, -0.785618], [1.161573, 1.721447, -0.098175], [-1.012950, -1.375112, -0.053064], [-2.065809, -0.680542, -0.032822], [2.298803, 0.095892, -0.073713], [-1.699412, 0.674236, 0.066962], [0.225161, 1.929815, -0.034477]],
  "atomic_forces_ev_per_a": [[0.1, 0.6, 0.5], [-0.5, 0.3, 0.5], [-0.6, -1.5, -0.5], [-2.0, 0.9, -0.9], [-0.3, 0.2, -0.6], [0.2, -0.3, -0.2], [0.7, 0.0, 0.0], [-0.1, 0.9, -0.1], [0.4, -0.4, 0.3], [2.4, -1.1, 0.9], [0.6, 0.8, -0.3], [-0.8, -0.3, 0.4]],
  "mulliken_charge": [-0.305, 0.007, 0.852, 0.328, 0.288, 0.275, 0.393, -0.279, -0.285, -0.607, -0.149, -0.520]
}

No. 2
{
  "formula": "C3H4N2OS",
  "method": "ωB97M-V with the def2-TZVPD basis set",
  "smiles": "Nc1cc(S)no1",
  "homo_ev": -8.83,
  "charge": 0,
  "species": ["C", "C", "C", "H", "H", "H", "H", "N", "N", "O", "S"],
  "xyz": [[-0.073891, -1.386006, -0.546284], [-0.148310, -0.109142, -0.997873], [0.032357, 0.649014, 0.177569], [-0.625761, -2.625738, -2.016875], [-0.318701, -3.367955, -0.541582], [-0.317607, 0.228328, -2.034836], [0.238390, 2.436362, 1.613169], [-0.107337, -2.618824, -1.158105], [0.194866, -0.078070, 1.246995], [0.129501, -1.397447, 0.770205], [0.032128, 2.403977, 0.274736]],
  "atomic_forces_ev_per_a": [[0.1, -0.3, 0.2], [-0.2, 0.2, -1.4], [0.0, 0.5, 0.3], [-0.1, -0.1, -0.1], [-0.2, -0.6, 0.4], [0.2, -0.2, 0.9], [-0.1, 0.0, -0.4], [0.2, 1.0, -0.2], [0.0, 0.0, -0.2], [0.0, -0.4, 0.1], [0.1, -0.1, 0.3]],
  "mulliken_charge": [0.366, -0.379, 0.440, 0.246, 0.258, 0.298, 0.163, -0.485, -0.473, -0.167, -0.266]
}

No. 3
{
  "formula": "C3H4N2OS",
  "method": "ωB97M-V with the def2-TZVPD basis set",
  "homo_ev": -9.66,
  "charge": 0,
  "species": ["C", "C", "C", "H", "H", "H", "H", "N", "N", "O", "S"],
  "xyz": [[-1.061888, -0.212621, 0.017719], [1.781157, -0.513787, -0.099912], [1.223969, 0.752813, 0.650615], [-0.763074, -2.167168, 0.147141], [2.708437, -0.358606, -0.490712], [2.318386, 1.561023, 1.171392], [0.645222, 0.337998, 1.773547], [-0.242669, -1.330199, 0.213561], [0.981095, -1.421510, -0.514127], [-2.206857, -0.424326, 0.199800], [-0.255158, 1.445306, -0.344146]],
  "atomic_forces_ev_per_a": [[1.1, -0.4, 0.2], [-3.6, 2.4, 0.6], [1.4, -0.4, 4.6], [-0.7, -0.8, -0.2], [2.6, -0.3, -1.3], [-3.9, -2.3, -2.2], [2.0, 1.3, -3.4], [1.9, 1.6, -1.5], [0.5, -0.2, 2.1], [-2.4, 1.1, -0.1], [1.1, -2.1, 1.4]],
  "mulliken_charge": [0.470, -0.068, -0.527, 0.306, 0.426, 0.316, 0.259, -0.092, -0.519, -0.497, -0.074]
}

No. 4
{
  "formula": "C3H4N2OS",
  "method": "ωB97M-V with the def2-TZVPD basis set",
  "smiles": "O=C1NN=C[C@@H]1S",
  "homo_ev": -9.36,
  "charge": 0,
  "species": ["C", "C", "C", "N", "N", "O", "S", "H", "H", "H", "H"],
  "xyz": [[0.048547, -0.799650, 0.294832], [-1.140529, -0.041661, 0.645833], [0.533249, -0.060538, -1.005914], [-1.305954, 1.014496, -0.066788], [-0.327241, 1.048023, -1.026161], [1.255132, -0.256164, -1.995681], [1.159315, -0.630652, 1.956038], [-0.062303, -1.917634, 0.182386], [-1.767965, -0.243115, 1.511618], [-0.241224, 1.690619, -1.775691], [1.848972, 0.196276, 1.279527]],
  "atomic_forces_ev_per_a": [[1.8, -2.1, 0.7], [-0.8, 1.0, -0.2], [-0.4, 1.1, -2.1], [-0.5, 0.2, 0.1], [1.2, -2.1, 1.2], [-0.7, -0.6, 2.9], [-1.8, -1.3, -1.3], [0.1, 1.4, -0.1], [0.1, 0.1, -0.3], [-0.6, 0.7, -0.3], [1.5, 1.5, -0.6]],
  "mulliken_charge": [-0.037, -0.134, 0.258, -0.578, 0.135, -0.610, -0.139, 0.322, 0.404, 0.229, 0.151]
}

No. 5
{
  "formula": "C3H4N2OS",
  "method": "ωB97M-V with the def2-TZVPD basis set",
  "smiles": "Nc1c[nH]c(=S)o1",
  "homo_ev": -7.89,
  "charge": 0,
  "species": ["C", "C", "C", "H", "H", "H", "H", "N", "N", "O", "S"],
  "xyz": [[-0.620137, 0.283472, -0.218579], [0.340445, -0.433342, -0.702407], [1.180594, 0.285866, 1.297704], [-2.576686, 0.999278, -0.234350], [-2.157702, -0.037803, -1.485368], [0.259307, -1.388141, -1.588784], [2.259943, -1.250753, -0.100429], [-1.811950, 0.681438, -0.864657], [1.515469, -0.259203, 0.136729], [-0.196449, 0.728200, 0.954237], [1.807167, 0.390987, 2.805902]],
  "atomic_forces_ev_per_a": [[-1.4, 0.4, -0.6], [2.6, -4.9, -4.3], [-2.3, 0.0, -0.2], [1.0, -0.5, -0.5], [0.1, 0.0, 0.0], [0.6, 3.6, 2.8], [-2.6, 4.6, 1.9], [-0.4, 0.4, 1.9], [2.1, -6.1, -3.0], [0.5, 2.2, 2.9], [-0.2, 0.2, -0.8]],
  "mulliken_charge": [0.426, -0.230, 0.126, 0.269, 0.258, 0.156, 0.391, -0.517, -0.183, -0.340, -0.355]
}

No. 6
{
  "formula": "C3H4N2S",
  "method": "ωB97M-V with the def2-TZVPD basis set",
  "homo_ev": -9.35,
  "charge": 0,
  "species": ["C", "C", "C", "N", "N", "S", "H", "H", "H", "H"],
  "xyz": [[0.203344, -0.467539, 0.059161], [-1.083141, -0.788625, -0.602794], [0.300385, 1.009029, -0.372677], [0.775360, -1.200438, 0.924964], [-1.620591, -1.976427, -0.925338], [-1.411048, 0.919544, -1.022669], [0.528724, 1.924850, 0.332605], [0.943505, 0.839685, -1.193448], [1.494186, -0.932379, 1.525275], [-2.439090, -1.791371, -1.413800]],
  "atomic_forces_ev_per_a": [[0.7, -0.2, 3.4], [-1.8, -4.1, -2.1], [-0.3, 0.6, 1.4], [-2.5, -0.7, -2.3], [3.8, 4.1, 2.5], [-0.2, -0.2, 0.1], [-0.2, -2.3, -1.4], [1.1, 1.2, -1.1], [1.6, 1.3, 0.6], [-2.1, 0.3, -1.3]],
  "mulliken_charge": [0.207, 0.367, -0.347, -0.592, -0.621, -0.115, 0.340, 0.262, 0.235, 0.265]
}

No. 7
{
  "formula": "C3H4N2S",
  "method": "ωB97M-V with the def2-TZVPD basis set",
  "smiles": "Sn1cccn1",
  "homo_ev": -8.64,
  "charge": 0,
  "species": ["C", "C", "C", "H", "H", "H", "H", "N", "N", "S"],
  "xyz": [[0.350130, -1.043423, 0.169249], [1.080620, -0.025937, 0.803110], [0.562693, 1.233299, 0.335560], [-2.498967, 0.484978, -1.198566], [0.351773, -2.203897, 0.312172], [2.174792, -0.358004, 1.275147], [0.987949, 2.121426, 0.797270], [-0.596227, -0.352992, -0.588246], [-0.469821, 1.022162, -0.434690], [-1.942942, -0.877611, -1.471006]],
  "atomic_forces_ev_per_a": [[-0.9, 0.2, 0.2], [3.1, -2.4, -0.2], [1.3, -2.4, 1.8], [0.6, -2.7, -0.7], [0.0, 2.6, -0.6], [-3.3, 1.5, -0.9], [-0.8, 0.4, -0.9], [1.7, 0.8, 1.6], [-0.5, -0.6, -0.7], [-1.3, 2.4, 0.4]],
  "mulliken_charge": [-0.138, -0.379, -0.167, 0.236, 0.308, 0.217, 0.372, 0.482, -0.739, -0.192]
}

No. 8
{
  "formula": "C3H4N2S",
  "method": "ωB97M-V with the def2-TZVPD basis set",
  "smiles": "[H]/N=N\\CC=C=S",
  "homo_ev": -8.79,
  "charge": 0,
  "species": ["C", "C", "C", "N", "N", "S", "H", "H", "H", "H"],
  "xyz": [[0.544887, 0.444856, 1.708107], [1.646877, 0.015602, 2.259882], [0.148537, -0.040759, 0.298388], [-1.903050, -1.000369, 0.836526], [-0.934789, -0.995078, 0.102276], [3.123334, -0.160544, 2.751277], [-0.136989, 0.914376, -0.265121], [-0.324001, 0.963233, 2.238920], [1.125874, -0.452140, -0.055559], [-1.919954, -0.164414, 1.453415]],
  "atomic_forces_ev_per_a": [[-3.1, -0.4, 0.2], [0.8, 1.1, 0.2], [1.7, 2.2, -0.1], [-1.0, 0.6, -0.1], [0.9, -1.1, -0.1], [-0.7, -0.3, -0.1], [0.5, -1.4, 0.3], [1.8, -0.6, -0.2], [-1.3, 0.1, -0.6], [0.2, -0.2, 0.6]],
  "mulliken_charge": [0.118, -0.200, -0.355, -0.308, -0.047, -0.297, 0.248, 0.319, 0.300, 0.223]
}

No. 9
{
  "formula": "C3H4N2S",
  "method": "ωB97M-V with the def2-TZVPD basis set",
  "smiles": "SC1N=CC=N1",
  "homo_ev": -9.45,
  "charge": 0,
  "species": ["C", "C", "C", "N", "N", "S", "H", "H", "H", "H"],
  "xyz": [[1.199519, -0.835730, -0.254635], [1.057090, 0.639846, -0.364191], [-0.673655, -0.235283, 0.679280], [0.197925, -1.268307, 0.433170], [0.002750, 1.097677, 0.192593], [-2.156264, -0.335971, -0.347769], [2.066045, -1.344295, -0.608516], [1.676658, 1.308048, -0.951521], [-0.995397, 0.072660, 1.697204], [-2.374673, 0.901353, -0.475612]],
  "atomic_forces_ev_per_a": [[-1.5, 1.7, 1.3], [-0.2, 0.7, -0.6], [-0.2, 4.7, 0.3], [1.4, -2.2, -0.6], [-0.3, -2.0, -0.1], [-0.2, -3.1, -0.2], [0.1, -0.9, -0.1], [0.4, -0.1, 0.2], [0.6, -1.2, -0.2], [-0.2, 2.5, 0.0]],
  "mulliken_charge": [-0.075, -0.072, 0.153, -0.519, -0.531, -0.245, 0.380, 0.397, 0.380, 0.134]
}

No. 10
{
  "formula": "C3H4N2S",
  "method": "ωB97M-V with the def2-TZVPD basis set",
  "smiles": "C/C(C#N)=N\\S",
  "homo_ev": -9.53,
  "charge": 0,
  "species": ["C", "C", "C", "H", "H", "H", "H", "N", "N", "S"],
  "xyz": [[0.489659, -0.915845, 0.490365], [-0.108860, 0.457221, 0.203294], [-0.101903, 1.315686, 1.396523], [0.645610, -1.581988, -0.366716], [-0.235564, -1.410791, 1.162107], [1.333173, -0.871164, 1.167243], [-0.867305, 0.603743, -3.292115], [-0.596432, 0.905406, -0.962159], [-0.043348, 1.789142, 2.467428], [-0.515031, -0.291411, -2.265970]],
  "atomic_forces_ev_per_a": [[-1.2, -0.1, 0.7], [-0.4, 0.5, -2.9], [-0.1, 0.6, 1.7], [0.1, 0.5, 0.2], [-0.1, 0.0, -0.4], [0.6, 0.3, -0.3], [0.3, -0.8, 1.3], [1.4, -1.9, 2.4], [-0.1, -0.9, -2.6], [-0.4, 1.9, 0.0]],
  "mulliken_charge": [-1.116, 0.800, 0.132, 0.390, 0.314, 0.322, 0.192, -0.483, -0.380, -0.172]
}

No. 11
{
  "formula": "C3H4N2S2",
  "method": "ωB97M-V with the def2-TZVPD basis set",
  "smiles": "Sc1cnn(S)c1",
  "homo_ev": -9.31,
  "charge": 0,
  "species": ["C", "C", "C", "H", "H", "H", "H", "N", "N", "S", "S"],
  "xyz": [[1.034068, -0.017754, -0.013081], [0.448841, 1.279237, -0.012348], [-0.038893, -0.894863, 0.012958], [2.906156, -0.369245, 1.247858], [0.933849, 2.256628, 0.029015], [-3.116184, -0.274431, -1.167828], [-0.104561, -1.979213, -0.200638], [-0.840457, 1.185695, 0.020771], [-1.136713, -0.102173, 0.036376], [2.667898, -0.536553, -0.055367], [-2.754002, -0.547332, 0.102286]],
  "atomic_forces_ev_per_a": [[-1.2, -0.4, 0.1], [1.4, -0.1, 0.2], [0.3, -0.2, -0.8], [0.2, 0.0, 0.1], [-0.1, -0.5, -0.2], [0.3, 0.0, 0.0], [0.1, 1.0, 0.6], [-1.0, 1.4, 0.3], [-0.4, -0.6, -0.4], [1.2, -0.1, -0.2], [-0.7, -0.5, 0.1]],
  "mulliken_charge": [-0.097, -0.140, -0.184, 0.122, 0.436, 0.147, 0.385, -0.734, 0.492, -0.288, -0.140]
}

No. 12
{
  "formula": "C3H4N2S2",
  "method": "ωB97M-V with the def2-TZVPD basis set",
  "homo_ev": [-8.30, -7.82],
  "charge": 0,
  "species": ["C", "C", "C", "N", "N", "S", "S", "H", "H", "H", "H"],
  "xyz": [[-1.643405, -0.315722, 0.394183], [-2.019713, 0.700904, 1.222763], [0.415693, 0.486277, -0.373956], [-0.627935, -0.470705, -0.398693], [1.164810, 0.157559, 0.834584], [-2.861425, 1.741824, 2.009208], [0.529483, 0.649906, 2.272457], [-2.316640, -1.174940, 0.446180], [1.062110, 0.328138, -1.239998], [0.094793, 1.538005, -0.306290], [1.466930, -0.816986, 0.829836]],
  "atomic_forces_ev_per_a": [[0.0, -0.9, -0.6], [-0.1, 0.9, 1.3], [0.3, 0.5, -0.2], [-0.3, -0.4, -0.4], [0.0, -0.2, 0.5], [0.3, -0.3, -0.5], [-0.2, 0.1, -0.2], [-0.1, 0.1, 0.1], [-0.1, 0.2, 0.1], [0.1, -0.2, 0.0], [0.0, 0.2, -0.1]],
  "mulliken_charge": [0.348, -0.023, -0.409, -0.575, -0.233, -0.258, -0.096, 0.329, 0.290, 0.329, 0.298]
}

Ordered M results: 116.076; 116.145; 116.145; 116.145; 116.145; 100.146; 100.146; 100.146; 100.146; 100.146; 132.213; 132.213; unit g mol⁻¹.
Ordered energy results: -451.87734; -699.61234; -699.52240; -699.59764; -699.55266; -624.33499; -624.31968; -624.28327; -624.35740; -624.35358; -1022.55414; -1022.47393; unit a.u..
Ordered energy relative to the best compared isomer or geometry (same formula, charge and spin) results: 64.3; 37.5; 94.0; 46.7; 75.0; 57.0; 66.6; 89.4; 42.9; 45.3; 38.6; 88.9; unit kcal/mol.